No. 1
The following is a quantum chemistry calculation of a structure of composition C19H38F3HgNO10S, from the Open Molecules 2025 dataset.

## Properties
Relative energy (zero: lowest compared OMol25 entry of this formula, charge and spin) in kJ/mol: 0.0
LUMO level in eV: 4.04
Kohn-Sham gap in eV: 5.61

ORCA input file:
```
! wB97M-V def2-TZVPD RIJCOSX def2/J DEFGRID3
* xyz -2 1
Hg 1.05 -0.42 0.13
C 2.59 2.93 3.10
C 3.30 1.80 2.31
O 2.56 1.01 1.65
O 4.49 1.62 2.63
H 3.09 3.10 4.05
H 1.56 2.68 3.34
H 2.62 3.87 2.53
C 4.11 0.81 -3.06
C 4.05 0.09 -1.71
O 2.91 -0.29 -1.32
O 5.15 -0.23 -1.24
H 3.12 1.20 -3.37
H 4.44 0.14 -3.85
H 4.66 1.77 -3.05
C -2.02 -0.01 1.68
O -2.29 -1.34 1.15
O -0.85 0.40 1.32
C -3.17 0.94 1.31
F -4.23 0.83 2.15
F -2.78 2.23 1.44
F -3.63 0.81 0.05
C -3.10 -2.18 1.92
C -3.29 -3.51 1.18
H -4.25 -3.98 1.42
H -3.38 -3.45 0.10
H -2.46 -4.15 1.49
H -4.09 -1.76 2.14
H -2.70 -2.37 2.93
H -2.06 -0.11 2.79
C 1.98 -4.36 2.00
C 1.30 -3.03 1.72
C 0.54 -2.44 2.91
O 2.18 -2.12 1.13
H 2.61 -4.36 2.90
H 2.58 -4.68 1.16
H 1.20 -5.11 2.21
H 0.53 -3.21 0.93
H 1.10 -2.27 3.85
H -0.17 -3.22 3.26
H 0.05 -1.51 2.64
C -0.24 -0.68 -3.22
C -1.14 -0.93 -2.01
C -2.51 -1.51 -2.40
O -2.39 -2.84 -2.84
C -3.64 -3.35 -3.22
N -0.49 -1.81 -1.01
H -0.87 -0.64 -4.12
H 0.50 -1.48 -3.29
H 0.27 0.27 -3.17
H -1.45 0.00 -1.53
H -2.89 -0.89 -3.23
H -3.23 -1.27 -1.61
H -4.09 -2.80 -4.06
H -4.31 -3.36 -2.35
H -3.50 -4.35 -3.63
H -0.35 -2.72 -1.44
H -1.22 -2.00 -0.31
C 0.60 5.39 0.31
C 1.92 4.91 -0.32
C 1.57 4.09 -1.54
S 0.24 3.05 -0.94
O 0.88 1.87 -0.47
O -0.88 2.96 -1.85
C -0.23 4.11 0.45
H 0.12 6.08 -0.39
H 0.90 5.82 1.26
H 2.46 4.33 0.44
H 2.62 5.67 -0.66
H 2.34 3.56 -2.10
H 1.13 4.70 -2.34
H -0.12 3.57 1.39
H -1.31 4.18 0.30
*
```

=====

No. 2
The following is a quantum chemistry calculation of a cluster of 2 separate species, C7H14O2S2 in total, from the Open Molecules 2025 dataset.

## Properties
Relative energy (zero: lowest compared OMol25 entry of this formula, charge and spin) in kJ/mol: 172.1
LUMO level (alpha / beta) in eV: -1.42 / -1.20
Kohn-Sham gap (alpha / beta) in eV: 7.64 / 7.25

ORCA input file:
```
! wB97M-V def2-TZVPD RIJCOSX def2/J DEFGRID3
* xyz 0 1
C -0.98 -1.32 0.57
C -0.01 -1.91 -0.45
C -1.43 0.04 -0.06
C 1.32 -1.03 -0.26
C -0.23 0.99 0.13
C 0.96 0.42 -0.61
C -0.50 2.49 -0.20
O 2.97 1.35 1.10
O 4.56 -0.71 1.29
S 4.86 -1.22 -0.21
S 2.48 1.53 -0.32
H -1.90 -2.06 0.61
H -0.62 -1.08 1.48
H 0.33 -3.01 -0.25
H -0.54 -1.87 -1.51
H -1.74 -0.32 -1.11
H -2.37 0.54 0.48
H 1.80 -0.99 0.79
H 2.18 -1.26 -0.87
H 0.13 1.13 1.22
H 0.99 0.34 -1.74
H -1.13 3.07 0.50
H -0.90 2.57 -1.13
H 0.40 3.08 -0.30
H 4.01 0.04 1.11
*
```

=====

No. 3
The following is a quantum chemistry calculation of the ion C6H8IO3 with charge -1, from the Open Molecules 2025 dataset.

## Properties
LUMO level (alpha / beta) in eV: 2.97 / 2.41
<S²>: 2.010
Kohn-Sham gap (alpha / beta) in eV: 5.00 / 6.74

ORCA input file:
```
! wB97M-V def2-TZVPD RIJCOSX def2/J DEFGRID3
* xyz -1 3
C 0.24 0.97 -2.00
C 0.24 0.57 1.38
C 0.53 -0.95 1.19
C -1.06 0.94 0.77
C 0.69 -1.48 -0.21
C -0.74 0.06 -1.30
O 1.43 0.84 -1.62
O -0.21 1.76 -2.83
O -0.44 -1.25 -1.03
I -2.64 0.18 -2.19
H 0.23 0.76 2.62
H 0.96 1.31 1.01
H 1.49 -1.24 1.66
H -0.28 -1.47 1.79
H -1.99 0.49 0.84
H -1.12 2.06 0.82
H 1.62 -0.94 -0.59
H 1.06 -2.61 -0.32
*
```

=====

No. 4
The following is a quantum chemistry calculation of a structure of composition C17H19F3N2O4S2, from the Open Molecules 2025 dataset.

## Properties
Relative energy (zero: lowest compared OMol25 entry of this formula, charge and spin) in kJ/mol: 578.2
LUMO level in eV: -2.59
Kohn-Sham gap in eV: 3.51

ORCA input file:
```
! wB97M-V def2-TZVPD RIJCOSX def2/J DEFGRID3
* xyz 0 1
C -0.66 -0.33 -2.69
N -1.34 -1.53 -2.99
S -2.30 1.33 0.99
C -2.69 -0.35 1.42
F -3.16 -0.98 0.32
F -1.52 -0.96 1.83
F -3.58 -0.51 2.43
S -1.24 -2.99 -2.42
C -0.21 -3.14 -0.93
C 1.15 -2.85 -1.02
C 2.00 -3.12 0.05
C 1.50 -3.68 1.23
C 0.13 -3.95 1.32
C -0.73 -3.69 0.25
O -2.52 -3.42 -1.91
O -0.54 -3.83 -3.38
H -1.20 0.49 -3.23
H -0.67 -0.01 -1.60
H 0.40 -0.37 -3.04
H 1.52 -2.39 -1.93
H 3.06 -2.89 -0.04
H 2.17 -3.88 2.06
H -0.26 -4.40 2.23
H -1.79 -3.91 0.34
C -1.88 5.47 1.02
C -0.99 4.82 -0.01
O -1.13 3.40 0.27
C -0.41 2.54 -0.51
C -0.56 1.14 0.01
N 0.82 0.71 0.30
C 1.78 0.66 -0.68
C 3.08 0.28 -0.39
C 3.44 -0.08 0.91
C 2.44 -0.04 1.89
C 1.15 0.33 1.59
O 0.32 2.93 -1.41
H -1.90 6.55 0.84
H -2.90 5.09 0.95
H -1.49 5.29 2.03
H -1.31 5.00 -1.03
H 0.07 5.10 0.12
H -0.84 1.14 1.26
H 1.48 0.96 -1.69
H 3.83 0.30 -1.20
H 4.47 -0.35 1.16
H 2.66 -0.27 2.94
H 0.35 0.40 2.32
*
```

=====

No. 5
The following is a quantum chemistry calculation of the ion C3H8N2O with charge -1, from the Open Molecules 2025 dataset.

## Properties
Relative energy (zero: lowest compared OMol25 entry of this formula, charge and spin) in kJ/mol: 128.6
LUMO level (alpha / beta) in eV: 3.98 / 3.91
<S²>: 0.753
Kohn-Sham gap (alpha / beta) in eV: 3.46 / 6.90

ORCA input file:
```
! wB97M-V def2-TZVPD RIJCOSX def2/J DEFGRID3
* xyz -1 2
O 1.86 1.80 -1.61
C 1.01 0.94 -1.17
C -0.11 1.42 -0.27
N -1.03 0.41 0.25
C -0.72 -0.98 0.15
N 0.44 -1.45 0.98
H 1.30 -0.11 -1.09
H 0.45 1.90 0.59
H -0.68 2.23 -0.71
H -1.40 0.66 1.15
H -0.53 -1.18 -0.89
H -1.61 -1.50 0.50
H 0.07 -2.06 1.70
H 0.98 -2.09 0.41
*
```